Molecular formula: C26H31F3IrN4O4S3
Method: DFT, the ωB97M-V functional and the def2-TZVPD basis

Last column: Löwdin spin population.
Atoms and positions in Å:
Ir  -0.5510  -1.2976  1.0291  0.295
F  1.9863  -4.5721  -2.2564  0.001
C  1.2936  -3.7844  -3.0961  0.001
F  2.0480  -2.7050  -3.3501  0.001
F  1.1253  -4.4510  -4.2386  0.000
C  -0.0286  -3.3883  -2.4898  0.003
C  -1.2308  -3.7816  -3.0447  -0.002
C  -2.4327  -3.4355  -2.4289  0.003
C  -2.3926  -2.6702  -1.2846  0.005
N  -1.2279  -2.2523  -0.7828  0.068
C  -0.0595  -2.6272  -1.3193  0.009
S  1.2538  -2.0864  -0.3158  0.034
H  -1.2313  -4.3714  -3.9516  0.000
H  -3.3802  -3.7581  -2.8339  0.000
H  -3.2834  -2.3699  -0.7468  0.001
C  0.0362  -1.3223  4.0721  0.084
C  -0.3519  -0.3866  2.9520  0.202
O  -0.5485  0.7682  3.0698  0.260
H  0.2724  -0.7232  4.9494  0.006
H  0.8685  -1.9527  3.7803  -0.001
H  -0.8314  -1.9541  4.2723  0.002
N  0.5581  -6.3223  2.6165  0.000
C  -0.6337  -5.4732  2.2944  0.000
C  -0.0818  -4.0528  2.0798  0.002
O  -0.9740  -3.2153  1.7309  0.002
O  1.1232  -3.8984  2.2432  0.002
H  0.4916  -6.7903  3.5188  0.000
H  1.3380  -5.6162  2.6304  0.000
H  0.7522  -7.0258  1.9055  0.000
H  -1.3395  -5.4941  3.1205  0.000
H  -1.1254  -5.8418  1.3988  0.000
O  -0.1050  0.6066  0.4089  0.018
S  0.4020  1.0141  -1.0013  0.001
C  -0.1812  2.7174  -1.0555  0.000
C  0.1725  3.3704  -2.3644  0.000
C  0.8706  4.5732  -2.3715  0.000
C  1.1946  5.1863  -3.5733  0.000
C  0.8306  4.5964  -4.7747  0.000
C  0.1301  3.3980  -4.7744  0.000
C  -0.2015  2.7890  -3.5740  0.000
C  2.1947  1.2920  -0.8425  0.001
C  2.5952  1.9438  0.4427  0.000
C  2.9361  3.2924  0.4774  0.000
C  3.3075  3.8916  1.6726  0.000
C  3.3410  3.1451  2.8411  0.000
C  3.0204  1.7944  2.8098  0.000
C  2.6517  1.1959  1.6164  0.002
H  0.2452  3.2303  -0.1918  0.000
H  -1.2567  2.6173  -0.9074  0.000
H  1.1438  5.0427  -1.4345  0.000
H  1.7293  6.1265  -3.5703  0.000
H  1.0870  5.0726  -5.7112  0.000
H  -0.1614  2.9404  -5.7101  0.000
H  -0.7547  1.8557  -3.5844  0.000
H  2.4434  1.8870  -1.7252  0.000
H  2.6227  0.2993  -0.9648  0.000
H  2.9412  3.8672  -0.4405  0.000
H  3.5863  4.9367  1.6879  0.000
H  3.6375  3.6100  3.7717  0.000
H  3.0764  1.2056  3.7162  0.000
H  2.4305  0.1344  1.5875  0.002
C  -3.6331  3.0617  1.6020  0.000
N  -3.2706  1.6889  1.9307  0.001
C  -3.1467  0.7151  1.0609  -0.001
N  -3.3368  0.9445  -0.2347  -0.001
S  -2.8354  -0.9076  1.6366  0.001
H  -3.6140  3.6515  2.5123  0.000
H  -4.6389  3.1025  1.1816  0.000
H  -2.9187  3.4960  0.9003  0.000
H  -3.0556  1.4523  2.8874  0.000
H  -3.6115  1.8473  -0.5893  0.000
H  -3.3113  0.1673  -0.8725  0.000

Summary:
**Total charge**: +2
**Spin multiplicity**: 2
**Maximum force**: 0.021 hartree/bohr
**Gap between HOMO and LUMO (alpha / beta)**: 0.302 / 0.211 hartree
**Highest occupied orbital energy (alpha / beta)**: -13.42 / -13.39 eV

Molecular formula: C26H31F5N3O
Method: DFT, the ωB97M-V functional and the def2-TZVPD basis

Last column: Mulliken charge in e.
Atoms and positions in Å:
C  1.9487  -4.6457  1.6950  -0.943
N  1.7349  -3.2325  1.4698  0.280
C  2.7573  -2.3303  1.5594  0.099
O  3.9022  -2.5847  1.9246  -0.677
C  2.1961  -0.9655  1.1483  -0.097
C  2.8343  -0.4250  -0.1148  -0.697
C  4.3071  -0.2473  0.0558  -0.116
C  5.2179  -1.0903  -0.5763  0.252
F  4.7518  -2.0813  -1.3800  -0.348
C  6.5857  -0.9980  -0.3461  0.326
F  7.4384  -1.8486  -0.9484  -0.279
C  7.0704  -0.0133  0.5154  0.639
F  8.3904  0.0792  0.7584  -0.272
C  6.1811  0.8627  1.1383  0.184
F  6.6473  1.8154  1.9690  -0.282
C  4.8169  0.7419  0.8934  0.162
F  3.9566  1.5793  1.5375  -0.356
N  0.7653  -1.2447  1.0204  0.401
C  -0.0877  -0.2399  0.7300  -0.062
C  -1.4298  -0.4008  0.4139  0.352
C  -2.3277  0.6776  0.3644  -0.514
C  -3.7489  0.5159  0.1822  0.374
C  -4.5902  1.6532  0.1819  0.056
C  -5.9736  1.5187  0.1676  -0.906
C  -6.5522  0.2415  0.1374  -0.378
C  -5.7344  -0.8954  0.0951  -0.775
C  -4.3474  -0.7636  0.0535  -0.345
C  0.4446  -2.6841  1.0551  0.089
C  0.0622  -3.2332  -0.3299  -1.417
C  -0.6429  -3.0260  2.0859  -1.635
H  3.0186  -4.8193  1.8323  0.371
H  1.4103  -4.9851  2.5900  0.303
H  1.5904  -5.2238  0.8341  0.327
H  2.3723  -0.2502  1.9687  0.510
H  2.6514  -1.1174  -0.9440  0.473
H  2.3624  0.5353  -0.3536  0.431
H  0.3629  0.7617  0.7833  0.677
H  -1.7898  -1.4109  0.1945  -0.232
H  -1.9688  1.6336  0.7678  0.519
H  -4.1393  2.6456  0.1997  0.309
H  -6.6011  2.4097  0.1715  0.413
H  -7.6375  0.1338  0.1140  0.392
H  -6.1766  -1.8927  0.0739  0.400
H  -3.7273  -1.6538  -0.0563  0.376
H  0.8821  -3.0607  -1.0420  0.323
H  -0.1202  -4.3136  -0.2537  0.498
H  -0.8450  -2.7582  -0.7145  0.346
H  -0.2798  -2.7651  3.0898  0.414
H  -1.5627  -2.4677  1.8855  0.383
H  -0.8594  -4.1031  2.0426  0.458
C  -1.7355  3.8214  -3.3794  -1.689
C  -1.6210  3.3821  -1.9183  1.699
C  -0.1770  3.4515  -1.4328  -1.654
C  -2.4727  4.3146  -1.0601  -1.695
N  -2.0867  2.0123  -1.8442  -0.438
H  -2.7822  3.7814  -3.7057  0.404
H  -1.3645  4.8426  -3.5315  0.372
H  -1.1575  3.1380  -4.0107  0.390
H  -0.1090  3.0858  -0.3986  0.296
H  0.4763  2.8428  -2.0703  0.384
H  0.1766  4.4907  -1.4558  0.467
H  -2.4464  3.9927  -0.0132  0.321
H  -2.0896  5.3399  -1.1206  0.474
H  -3.5144  4.3103  -1.4017  0.391
H  -1.5310  1.3004  -1.3703  0.187
H  -3.0824  1.8604  -1.9270  0.283

Summary:
**Total charge**: +1
**Spin multiplicity**: 1
**Maximum force**: 0.048 hartree/bohr
**Gap between HOMO and LUMO**: 0.247 hartree
**Highest occupied orbital energy**: -11.65 eV

Molecular formula: C26H31N2O8Pb
Method: DFT, the ωB97M-V functional and the def2-TZVPD basis

Last column: Mulliken charge in e.
Atoms and positions in Å:
O  -4.6583  5.0644  1.5314  -0.263
C  -6.1044  4.8804  1.2441  -0.469
C  -6.4914  6.3189  1.4589  -0.790
H  -6.5362  4.1740  1.9719  0.287
H  -6.2778  4.5563  0.2035  0.276
C  -4.9730  6.4691  1.7394  1.435
H  -7.1494  6.4632  2.3100  0.326
H  -6.8465  6.8226  0.5623  0.296
C  -4.6605  6.9205  3.1581  -1.695
H  -5.1392  6.2592  3.8869  0.381
H  -5.0083  7.9523  3.2782  0.391
H  -3.5787  6.8963  3.3254  0.365
C  -4.2272  7.2556  0.6843  -1.678
H  -4.4188  6.8293  -0.3049  0.370
H  -3.1532  7.1993  0.8861  0.349
H  -4.5319  8.3019  0.7206  0.415
Pb  -0.7901  -0.6783  0.1180  1.302
C  1.1536  -0.1756  -1.9884  -0.309
C  0.2059  -1.0711  -2.5647  -0.601
C  -0.9803  -0.3312  -2.8511  -0.932
H  0.3968  -2.1086  -2.8303  0.439
C  -0.7588  1.0245  -2.4602  -0.519
C  0.5642  1.1202  -1.9457  -0.508
H  1.0540  2.0287  -1.6048  0.370
H  2.1766  -0.4283  -1.7248  0.360
H  -1.8687  -0.7211  -3.3449  0.391
H  -1.4424  1.8625  -2.5977  0.700
C  2.2454  -0.1422  1.6241  -0.197
C  2.1290  1.0316  0.8501  -0.868
C  1.0615  1.7964  1.3698  -0.612
H  2.7718  1.3062  0.0281  0.562
C  0.4950  1.0817  2.4622  -0.660
C  1.2516  -0.1059  2.6341  -0.818
H  1.1398  -0.8469  3.4118  0.422
H  3.0101  -0.8898  1.4959  0.423
H  0.7523  2.7701  1.0209  0.687
H  -0.3332  1.4179  3.0711  0.441
O  -2.7940  2.6482  1.9335  -0.495
C  -2.2311  3.2879  0.7542  0.353
C  -3.2598  3.3121  -0.3781  -0.087
H  -1.3631  2.6384  0.4444  -0.670
H  -1.8555  4.2862  0.9995  0.520
C  -4.4650  2.5921  0.2950  -0.310
H  -2.8807  2.6301  -1.1737  -0.041
H  -3.4385  4.3187  -0.8036  0.156
C  -3.7176  1.6642  1.2657  -0.024
H  -5.2492  2.2015  -0.3851  0.445
H  -4.9235  3.2461  1.0563  -0.055
H  -3.2116  0.8031  0.7010  -0.393
H  -4.3403  1.2651  2.0806  0.441
O  1.3577  -2.1931  0.1910  -0.604
C  0.5633  -3.1828  0.2034  0.488
O  -0.7254  -3.0448  0.1798  -0.916
C  1.0913  -4.5894  0.2402  0.072
C  0.3415  -5.6290  -0.3339  -0.308
C  0.7811  -6.9623  -0.2137  -0.274
C  1.9412  -7.2695  0.5112  -0.323
C  2.6788  -6.2233  1.0882  -0.070
C  2.2904  -4.8756  0.9139  -0.405
N  3.8458  -6.5208  1.8712  0.985
O  4.2000  -7.7179  1.9503  -0.604
O  4.4625  -5.5787  2.4117  -0.586
N  0.0557  -7.9841  -0.9071  0.974
O  -0.9788  -7.6431  -1.5240  -0.586
O  0.5101  -9.1490  -0.8929  -0.596
H  -0.5861  -5.4064  -0.8605  0.592
H  2.2787  -8.2981  0.6143  0.565
H  2.8920  -4.0676  1.3281  0.686

Summary:
**Total charge**: -1
**Spin multiplicity**: 1
**Maximum force**: 0.059 hartree/bohr
**Gap between HOMO and LUMO**: 0.154 hartree
**Highest occupied orbital energy**: -3.57 eV

Molecular formula: C26H31N3O3PV
Method: DFT, the ωB97M-V functional and the def2-TZVPD basis

Last column: Löwdin spin population.
Atoms and positions in Å:
V  -0.2239  0.1632  0.8361  2.829
C  2.5105  -0.4907  -4.3078  0.001
C  2.8992  -1.3278  -3.2674  0.000
C  2.7946  -0.8948  -1.9551  0.001
C  2.3154  0.3850  -1.6690  0.005
C  1.9345  1.2186  -2.7142  0.002
C  2.0312  0.7799  -4.0286  0.000
P  2.0672  0.8400  0.0712  0.029
C  3.7149  1.0643  0.7831  -0.003
C  3.8134  1.2094  2.1670  0.001
C  5.0433  1.4303  2.7625  0.000
C  6.1901  1.4972  1.9811  -0.001
C  6.1005  1.3488  0.6060  0.000
C  4.8666  1.1367  0.0059  -0.002
C  1.1764  2.4056  0.1058  0.019
C  1.7405  3.6824  0.0938  0.003
C  0.8879  4.7685  0.0869  0.010
C  -0.4952  4.5619  0.0926  -0.001
C  -1.0245  3.2836  0.1289  0.004
C  -0.2026  2.1452  0.1467  -0.017
H  2.5935  -0.8242  -5.3341  0.000
H  3.2979  -2.3122  -3.4812  0.000
H  3.1021  -1.5532  -1.1484  0.000
H  1.5487  2.2076  -2.5005  0.000
H  1.7350  1.4377  -4.8352  0.000
H  2.9230  1.1556  2.7840  0.002
H  5.1067  1.5455  3.8363  0.000
H  7.1523  1.6654  2.4463  0.000
H  6.9908  1.4030  -0.0065  0.000
H  4.8066  1.0324  -1.0701  0.000
H  2.8163  3.8164  0.0925  0.000
H  1.2843  5.7755  0.0811  0.001
H  -1.1556  5.4204  0.0895  0.000
H  -2.1039  3.1711  0.1622  0.000
C  -4.2978  0.8563  0.3625  0.001
N  -4.2608  -0.3398  1.1897  0.001
C  -5.5344  -1.0326  1.3675  0.000
C  -5.4784  -1.9860  2.5415  0.000
C  -4.1920  -2.7816  2.4645  0.000
N  -3.0578  -1.8659  2.4709  0.001
C  -1.8789  -2.2582  3.2187  0.002
C  -3.1118  -0.6937  1.7996  0.006
O  -2.1177  0.0749  1.7330  0.042
H  -4.6841  1.7097  0.9242  0.000
H  -4.9551  0.6687  -0.4867  0.000
H  -3.3016  1.0944  0.0033  0.001
H  -5.7809  -1.5658  0.4435  0.000
H  -6.3067  -0.2764  1.5207  0.000
H  -6.3463  -2.6439  2.5234  0.000
H  -5.5000  -1.4308  3.4810  0.000
H  -4.1708  -3.4033  1.5621  0.000
H  -4.0856  -3.4472  3.3199  0.000
H  -2.1521  -2.4882  4.2497  0.000
H  -1.1657  -1.4400  3.2356  0.004
H  -1.4113  -3.1394  2.7747  0.000
N  -0.5831  -3.2279  -3.4447  0.000
C  -0.2064  -3.2015  -2.0416  0.001
C  -0.4911  -1.8260  -1.4674  0.019
O  -0.8038  -0.9043  -2.3317  0.012
O  -0.3963  -1.5977  -0.2685  0.026
H  0.1016  -3.6872  -4.0269  0.000
H  -0.7839  -1.3611  -3.2118  0.000
H  -1.4782  -3.6728  -3.5975  0.000
H  0.8735  -3.3262  -1.9396  0.001
H  -0.6805  -3.9548  -1.4110  0.000

Summary:
**Total charge**: +1
**Spin multiplicity**: 4
**Maximum force**: 0.011 hartree/bohr
**Gap between HOMO and LUMO (alpha / beta)**: 0.300 / 0.309 hartree
**Highest occupied orbital energy (alpha / beta)**: -10.25 / -10.61 eV